[1]
Here is a molecular structure, C35H26Cl2MnN4O2PSTe at a distorted geometry from the Open Molecules 2025 dataset. Energies are from ωB97M-V/def2-TZVPD.

Structure (ORCA input):
```
! wB97M-V def2-TZVPD RIJCOSX def2/J DEFGRID3
* xyz 0 5
Mn -0.44 -1.69 0.57
Cl -3.86 -7.51 -1.62
C -2.61 -6.45 -1.07
C -2.93 -5.24 -0.30
C -1.98 -4.23 -0.01
N -2.16 -2.95 0.47
C -3.06 -2.76 1.46
O -3.98 -3.52 1.78
C -2.81 -1.44 2.12
C -3.74 -0.90 3.00
C -3.68 0.43 3.39
C -2.57 1.24 3.01
C -1.57 0.55 2.26
N -1.80 -0.65 1.73
C -0.65 -4.41 -0.51
C -0.35 -5.63 -1.25
C -1.26 -6.69 -1.42
Cl -0.47 -8.12 -1.99
N 0.23 -3.39 -0.39
C 1.43 -3.32 -0.95
O 1.89 -3.90 -1.94
C 2.21 -2.30 -0.18
C 3.50 -2.05 -0.59
C 4.13 -0.81 -0.19
C 3.42 0.03 0.68
C 2.17 -0.32 1.08
N 1.53 -1.43 0.64
H -3.94 -5.22 0.13
H -4.64 -1.51 3.24
H -4.52 0.87 3.92
H -2.52 2.35 3.23
H -0.66 1.06 1.95
H 0.67 -5.62 -1.64
H 3.88 -2.68 -1.38
H 5.12 -0.61 -0.66
H 3.83 0.92 1.08
H 1.73 0.26 1.89
C -1.72 3.10 -0.57
P -0.67 1.70 -1.12
C 0.86 2.72 -1.42
C 1.83 2.42 -2.40
C 2.80 3.30 -2.82
C 2.95 4.51 -2.10
C 2.12 4.74 -1.06
C 1.08 3.92 -0.69
C -1.30 1.50 -2.82
C -0.96 2.27 -3.88
C -1.22 1.89 -5.18
C -1.97 0.75 -5.47
C -2.44 -0.03 -4.37
C -2.18 0.40 -3.09
H -1.65 4.00 -1.27
H -1.54 3.38 0.47
H -2.75 2.82 -0.77
H 1.68 1.52 -3.03
H 3.31 3.08 -3.72
H 3.66 5.29 -2.35
H 2.23 5.71 -0.55
H 0.46 4.26 0.16
H -0.31 3.16 -3.79
H -0.78 2.46 -6.04
H -2.01 0.37 -6.54
H -2.89 -1.03 -4.52
H -2.66 -0.06 -2.19
Te 0.80 -0.38 6.30
C 1.84 1.27 5.75
C 3.20 1.51 5.98
C 3.64 2.75 5.45
C 2.62 3.48 4.87
S 1.18 2.61 4.83
H 3.81 0.84 6.55
H 4.72 3.01 5.47
H 2.73 4.46 4.36
*
```

Output
frontier orbital gap (alpha / beta) = 6.38 / 4.57 eV
HOMO level (alpha / beta) = -6.9 / -7.0 eV
energy relative to the best compared isomer or geometry (same formula, charge and spin) = 16.5 kcal/mol

---

[2]
Here is a molecular structure, C35H26N3O3PReSbSe4 at a distorted geometry from the Open Molecules 2025 dataset. Energies are from ωB97M-V/def2-TZVPD.

Structure (ORCA input):
```
! wB97M-V def2-TZVPD RIJCOSX def2/J DEFGRID3
* xyz 2 1
Re 0.51 -1.13 -0.89
C -2.37 7.75 -5.28
O -2.54 6.74 -4.28
C -3.03 5.56 -4.62
C -3.20 4.65 -3.56
C -3.68 3.40 -3.78
C -4.01 3.01 -5.10
C -3.91 3.94 -6.15
C -3.41 5.20 -5.92
N -4.43 1.75 -5.49
N -4.47 0.80 -4.69
C -3.70 0.30 -3.74
C -4.30 -0.37 -2.65
C -3.55 -0.94 -1.65
C -2.16 -0.89 -1.71
O -1.36 -1.44 -0.80
C -1.53 -0.25 -2.79
N -0.17 -0.24 -2.74
C 0.50 0.24 -3.78
C -0.13 0.72 -4.92
C -1.52 0.76 -4.95
C -2.25 0.30 -3.86
H -1.96 8.61 -4.77
H -3.34 8.01 -5.72
H -1.68 7.41 -6.05
H -2.94 4.99 -2.56
H -3.84 2.73 -2.95
H -4.22 3.62 -7.13
H -3.33 5.90 -6.74
H -5.38 -0.40 -2.61
H -4.03 -1.44 -0.81
H 1.59 0.22 -3.71
H 0.46 1.06 -5.75
H -2.02 1.12 -5.84
O 0.90 -2.86 -2.04
C 0.93 -3.04 -0.82
C 1.04 -4.09 0.13
C 1.26 -5.45 -0.12
C 1.27 -6.30 0.97
C 1.07 -5.81 2.26
C 0.85 -4.46 2.50
C 0.84 -3.59 1.43
P 0.66 -1.77 1.45
C 2.06 -1.27 2.47
C 3.31 -1.12 1.88
C 4.42 -0.87 2.67
C 4.30 -0.79 4.05
C 3.05 -0.96 4.64
C 1.93 -1.21 3.86
C -0.86 -1.38 2.33
C -1.93 -2.26 2.30
C -3.13 -1.92 2.92
C -3.25 -0.69 3.55
C -2.19 0.20 3.56
C -0.99 -0.13 2.95
H 1.41 -5.81 -1.13
H 1.43 -7.36 0.82
H 1.09 -6.50 3.09
H 0.70 -4.10 3.51
H 3.43 -1.19 0.81
H 5.39 -0.75 2.20
H 5.17 -0.61 4.66
H 2.95 -0.91 5.72
H 0.97 -1.34 4.34
H -1.85 -3.22 1.81
H -3.96 -2.61 2.90
H -4.18 -0.43 4.04
H -2.29 1.16 4.06
H -0.17 0.57 2.96
Se -2.23 2.08 0.14
Sb -1.37 4.02 1.05
Se 1.04 2.61 -1.58
Se 1.38 0.89 0.02
Se 0.91 4.33 -0.05
*
```

Output
frontier orbital gap (alpha / beta) = 4.80 / 4.79 eV
HOMO level (alpha / beta) = -12.1 / -12.1 eV

---

[3]
Here is a molecular structure, C35H27As2N2O2S5Tc at a distorted geometry from the Open Molecules 2025 dataset. Energies are from ωB97M-V/def2-TZVPD.

Structure (ORCA input):
```
! wB97M-V def2-TZVPD RIJCOSX def2/J DEFGRID3
* xyz 2 1
Tc -0.48 0.45 1.72
C -3.69 1.61 1.71
O -2.41 1.55 1.06
C -2.33 1.92 -0.27
C -3.40 2.34 -1.03
C -3.20 2.70 -2.35
C -1.93 2.66 -2.92
C -0.85 2.27 -2.15
C -1.05 1.88 -0.83
N 0.01 1.59 0.07
N 1.07 2.23 -0.10
C 2.02 2.37 0.86
C 1.68 2.52 2.21
O 0.33 2.36 2.51
C 2.59 2.99 3.15
C 3.89 3.21 2.77
C 4.31 3.04 1.44
C 5.65 3.30 1.05
C 6.02 3.21 -0.26
C 5.07 2.85 -1.24
C 3.77 2.58 -0.89
C 3.36 2.67 0.45
H -4.07 2.64 1.71
H -3.53 1.29 2.73
H -4.41 0.95 1.23
H -4.40 2.39 -0.61
H -4.05 3.02 -2.94
H -1.78 2.94 -3.95
H 0.15 2.26 -2.56
H 2.27 3.21 4.16
H 4.61 3.53 3.51
H 6.36 3.58 1.81
H 7.04 3.41 -0.56
H 5.37 2.80 -2.28
H 3.05 2.30 -1.65
S -1.70 -1.25 3.08
C -2.19 -2.65 2.08
C -3.04 -3.59 2.65
C -3.49 -4.64 1.88
C -3.12 -4.75 0.55
C -2.27 -3.81 -0.01
C -1.80 -2.74 0.75
As -0.71 -1.34 -0.02
C -1.60 -1.22 -1.75
C -2.94 -0.85 -1.77
C -3.65 -0.88 -2.95
C -3.03 -1.30 -4.12
C -1.70 -1.69 -4.10
C -0.98 -1.64 -2.92
C 1.01 -2.09 -0.49
C 1.86 -1.22 -1.16
C 3.16 -1.60 -1.45
C 3.60 -2.87 -1.07
C 2.74 -3.74 -0.41
C 1.44 -3.35 -0.11
H -3.33 -3.50 3.69
H -4.16 -5.38 2.32
H -3.49 -5.57 -0.05
H -1.98 -3.88 -1.05
H -3.43 -0.56 -0.84
H -4.70 -0.58 -2.97
H -3.59 -1.35 -5.04
H -1.22 -2.03 -5.01
H 0.07 -1.93 -2.91
H 1.50 -0.24 -1.46
H 3.83 -0.93 -1.97
H 4.61 -3.17 -1.28
H 3.08 -4.72 -0.13
H 0.77 -4.02 0.42
S -0.46 -2.16 4.50
As 1.60 -1.25 4.27
S 1.69 -0.62 2.22
S -0.36 1.58 3.90
S 0.95 0.88 5.20
*
```

Output
frontier orbital gap (alpha / beta) = 5.81 / 5.83 eV
HOMO level (alpha / beta) = -13.1 / -13.1 eV
energy relative to the best compared isomer or geometry (same formula, charge and spin) = 4.6 kcal/mol

---

[4]
Here is a molecular structure, C35H27GeN4O2Pt from the Open Molecules 2025 dataset. Energies are from ωB97M-V/def2-TZVPD.

Structure (ORCA input):
```
! wB97M-V def2-TZVPD RIJCOSX def2/J DEFGRID3
* xyz 0 2
Pt 0.38 -0.01 -0.25
O 3.79 -2.48 0.71
C 2.81 -1.78 0.79
N 2.67 -0.44 0.57
C 3.00 0.44 1.56
C 4.11 0.25 2.42
C 4.48 1.25 3.28
C 3.73 2.44 3.34
C 2.60 2.61 2.58
C 2.17 1.59 1.71
N 0.99 1.59 1.01
C 0.35 2.75 0.68
O 0.16 3.74 1.35
C -0.02 2.75 -0.80
C -0.38 3.92 -1.42
C -0.43 3.95 -2.81
C -0.08 2.82 -3.51
C 0.24 1.66 -2.81
N 0.23 1.61 -1.49
C 1.47 -2.36 1.25
C 1.46 -3.55 1.93
C 0.28 -3.97 2.54
C -0.83 -3.14 2.47
C -0.75 -1.97 1.74
N 0.37 -1.59 1.11
H 4.69 -0.66 2.32
H 5.36 1.13 3.89
H 4.04 3.23 4.02
H 1.99 3.50 2.69
H -0.58 4.79 -0.81
H -0.72 4.85 -3.33
H -0.07 2.79 -4.59
H 0.49 0.75 -3.33
H 2.38 -4.12 1.99
H 0.24 -4.90 3.08
H -1.76 -3.40 2.94
H -1.60 -1.31 1.62
C 0.88 -3.10 -2.06
Ge -0.48 -1.71 -1.77
C -2.09 -2.69 -1.15
C -2.23 -4.04 -1.45
C -3.35 -4.76 -1.05
C -4.36 -4.13 -0.33
C -4.24 -2.78 -0.02
C -3.12 -2.08 -0.43
C -1.03 -1.15 -3.60
C -0.40 -1.70 -4.69
C -0.75 -1.34 -6.02
C -1.72 -0.41 -6.25
C -2.38 0.21 -5.16
C -3.36 1.21 -5.37
C -3.97 1.83 -4.32
C -3.63 1.47 -3.00
C -2.70 0.50 -2.77
C -2.05 -0.17 -3.83
H 0.58 -3.84 -2.80
H 1.08 -3.63 -1.12
H 1.82 -2.64 -2.39
H -1.46 -4.55 -2.01
H -3.43 -5.81 -1.30
H -5.23 -4.69 -0.02
H -5.03 -2.28 0.53
H -3.05 -1.02 -0.19
H 0.38 -2.44 -4.55
H -0.24 -1.81 -6.85
H -1.99 -0.13 -7.26
H -3.62 1.47 -6.39
H -4.72 2.60 -4.50
H -4.11 1.97 -2.17
H -2.43 0.25 -1.75
*
```

Output
frontier orbital gap (alpha / beta) = 7.10 / 6.13 eV
HOMO level (alpha / beta) = -7.4 / -7.6 eV
energy relative to the best compared isomer or geometry (same formula, charge and spin) = 0.0 kcal/mol